This record from the OMol25 dataset describes C26H44BrCl2N7O4PSTi as an isolated structure. The level of theory is wB97M-V/def2-TZVPD.

- energy relative to the best compared isomer or geometry (same formula, charge and spin) (kcal per mole) = 13.97
- net charge = +3

Cartesian coordinates (Å):
Ti (-0.53455, -0.09136, 0.07127)
Cl (0.37490, 2.28255, 0.52379)
C (-0.94578, 3.41840, 0.27862)
C (-0.66912, 4.76644, 0.19754)
C (-1.74329, 5.62601, 0.00630)
C (-3.03332, 5.12682, -0.10408)
C (-3.26580, 3.76243, -0.01651)
Cl (-4.87930, 3.16846, -0.15468)
C (-2.21180, 2.86610, 0.18658)
S (-2.51438, 1.14740, 0.35722)
H (0.34034, 5.13889, 0.28226)
H (-1.57230, 6.69093, -0.05718)
H (-3.86982, 5.79298, -0.25597)
O (6.16568, -1.10834, -0.61512)
C (4.91244, -0.72316, -0.43278)
C (4.51320, 0.59811, -0.20875)
C (3.17674, 0.86538, -0.01998)
N (2.20620, -0.07179, -0.03830)
C (2.63281, -1.30824, -0.28521)
Br (1.23536, -2.57461, -0.37229)
C (3.92890, -1.71689, -0.47772)
H (6.79235, -0.37113, -0.58396)
H (5.23283, 1.40452, -0.17949)
H (2.86941, 1.88472, 0.15656)
H (4.19176, -2.74533, -0.66523)
C (-1.71509, -3.94493, 1.57373)
N (-2.76685, -3.64943, 0.60200)
C (-3.90478, -4.57570, 0.66713)
P (-2.50078, -2.75185, -0.72874)
O (-1.68844, -1.49437, -0.24482)
N (-1.60770, -3.51010, -1.84921)
C (-1.18793, -2.80640, -3.05710)
C (-1.31233, -4.94308, -1.85018)
N (-3.87949, -2.21170, -1.38375)
C (-4.77988, -1.36446, -0.59795)
C (-4.54463, -2.88128, -2.50911)
H (-2.16240, -4.00528, 2.56618)
H (-0.96757, -3.15542, 1.58126)
H (-1.22752, -4.89959, 1.36368)
H (-4.30034, -4.57165, 1.68195)
H (-3.60300, -5.59298, 0.41197)
H (-4.69367, -4.26038, -0.00872)
H (-0.09688, -2.80467, -3.13166)
H (-1.55006, -1.77819, -3.04035)
H (-1.59757, -3.29950, -3.94095)
H (-1.63655, -5.40537, -0.92420)
H (-0.23791, -5.09707, -1.96002)
H (-1.82403, -5.43187, -2.68138)
H (-4.24337, -0.87828, 0.21465)
H (-5.59588, -1.95916, -0.18370)
H (-5.19991, -0.58966, -1.23720)
H (-3.87765, -3.58944, -2.99033)
H (-4.85640, -2.13658, -3.24072)
H (-5.42969, -3.41600, -2.15938)
C (-2.59625, -0.97978, 3.13155)
N (-1.30324, -0.84831, 3.79541)
C (-1.35565, -0.95236, 5.26760)
C (0.03442, -1.03857, 5.85778)
C (0.88569, 0.06078, 5.26189)
N (0.89594, -0.08536, 3.79611)
C (2.13994, 0.22982, 3.10307)
C (-0.20474, -0.45338, 3.15906)
O (-0.19034, -0.43184, 1.84902)
H (-3.18000, -1.70648, 3.69474)
H (-2.47776, -1.34550, 2.11402)
H (-3.12845, -0.02648, 3.12499)
H (-1.94131, -1.84261, 5.49814)
H (-1.90085, -0.08490, 5.65036)
H (0.48360, -2.00858, 5.63444)
H (-0.01798, -0.94195, 6.94094)
H (1.91896, 0.00624, 5.59800)
H (0.50130, 1.05269, 5.51451)
H (2.96292, -0.22486, 3.65253)
H (2.29149, 1.31048, 3.06799)
H (2.12025, -0.17547, 2.09199)
C (-2.10175, 1.54677, -3.48556)
N (-0.73359, 1.15082, -3.82547)
C (-0.29503, 1.39554, -5.20586)
C (0.06647, 0.61030, -2.95693)
O (-0.27021, 0.37120, -1.75630)
H (-2.15973, 2.63522, -3.48090)
H (-2.36602, 1.16021, -2.50275)
H (-2.77076, 1.15650, -4.25006)
H (-0.62507, 2.39030, -5.49636)
H (-0.74359, 0.65352, -5.86380)
H (0.78828, 1.34506, -5.26016)
H (1.08344, 0.36774, -3.27829)

=====

This record from the OMol25 dataset describes C34H44GaN4O as an isolated structure at a distorted geometry. The level of theory is wB97M-V/def2-TZVPD.

- net charge = -1

Cartesian coordinates (Å):
Ga (0.09501, -0.81783, -0.42259)
N (0.89258, -3.16272, 4.24695)
N (0.31901, -3.14356, -2.16509)
C (2.09917, 2.23978, -0.43833)
C (3.24531, 1.49278, -0.00335)
C (3.09286, 1.19289, 1.35578)
C (3.98001, 0.36609, 2.18313)
H (4.83718, 0.02575, 1.58813)
H (3.44899, -0.51760, 2.56811)
H (4.34062, 0.94746, 3.04398)
C (1.82476, 1.74575, 1.81797)
C (1.23930, 1.59623, 3.05359)
H (1.81024, 1.18575, 3.88496)
H (1.28463, -0.77288, 3.21960)
H (0.19095, 1.85961, 3.17850)
C (1.21836, 2.37221, 0.64543)
C (-0.12154, 2.97586, 0.63531)
H (-0.83418, 2.37552, 1.21980)
H (-0.52794, 3.07209, -0.38407)
H (-0.06646, 3.98549, 1.07572)
C (4.40764, 1.12930, -0.84743)
H (5.15933, 1.93442, -0.84764)
H (4.11408, 0.95695, -1.89159)
H (4.90480, 0.22348, -0.47672)
C (1.92285, 2.79076, -1.80509)
H (0.87329, 3.03082, -2.00690)
H (2.25845, 2.07981, -2.57168)
H (2.49752, 3.72108, -1.94954)
C (0.27379, -4.23976, 4.69911)
H (0.45944, -4.53988, 5.73814)
C (-0.61536, -5.02477, 3.92664)
H (-1.13906, -5.85319, 4.40551)
C (-0.77309, -4.70380, 2.57598)
H (-1.50158, -5.24544, 1.96731)
C (0.00436, -3.68646, 2.04191)
H (0.04041, -3.48874, 0.97143)
C (0.76247, -2.83760, 2.92049)
C (1.28357, -1.59170, 2.51068)
H (1.79841, -1.51435, 1.54691)
C (0.23967, -1.80960, -2.09400)
C (0.63813, -3.51189, -3.43736)
H (0.73833, -4.53615, -3.75571)
C (0.75390, -2.38877, -4.20732)
H (0.94346, -2.27861, -5.25749)
N (0.49993, -1.30268, -3.38029)
C (0.39439, 0.03786, -3.84799)
C (1.43962, 0.52863, -4.65295)
C (1.22203, 1.68760, -5.40759)
H (2.01632, 2.01056, -6.07987)
C (0.04035, 2.42168, -5.29735)
C (-0.19751, 3.61079, -6.17795)
H (-0.77120, 4.37937, -5.65305)
H (-0.77373, 3.33095, -7.06920)
H (0.74608, 4.04513, -6.52123)
C (-0.91966, 1.99380, -4.38012)
H (-1.81960, 2.59422, -4.23551)
C (-0.78463, 0.78912, -3.67293)
C (-1.92008, 0.34042, -2.80095)
H (-2.17695, -0.72128, -2.92472)
H (-2.81563, 0.93728, -3.04260)
H (-1.73067, 0.52403, -1.72728)
C (2.76363, -0.15621, -4.67225)
H (2.73940, -1.14827, -5.14502)
H (3.18753, -0.26282, -3.65991)
H (3.44558, 0.47896, -5.25109)
O (-1.96749, 0.06989, 0.70833)
C (-2.69209, -0.17792, 1.71297)
C (-2.21368, -1.00843, 2.87978)
C (-2.29258, -0.32429, 4.24507)
C (-3.68800, -0.35543, 4.87043)
C (-4.71893, 0.47958, 4.11594)
C (-4.99140, -0.03947, 2.70798)
N (-3.94581, 0.32435, 1.74622)
H (-2.79489, -1.94759, 2.88159)
H (-1.17029, -1.27687, 2.66197)
H (-1.60035, -0.85028, 4.92003)
H (-1.92741, 0.71132, 4.16697)
H (-4.03646, -1.39630, 4.93232)
H (-3.61483, 0.02078, 5.89832)
H (-5.66854, 0.45032, 4.66522)
H (-4.40364, 1.53019, 4.07129)
H (-5.10752, -1.13359, 2.73985)
H (-5.92731, 0.38523, 2.32946)
H (-4.23765, 0.78482, 0.88688)

=====

This record from the OMol25 dataset describes one molecule with the formula C5H8N2O2 at a distorted geometry. The level of theory is wB97M-V/def2-TZVPD.

- energy relative to the best compared isomer or geometry (same formula, charge and spin) (kcal per mole) = 48.26
- SMILES string = [H]/N=C(\N)C1(C(=O)O)CC1

Cartesian coordinates (Å):
C (-0.23811, 1.16395, -0.00298)
C (2.04683, 0.05097, 0.46138)
C (0.65867, -0.93485, -1.54076)
C (0.27128, -1.56626, -0.24347)
C (0.72761, -0.14189, -0.16750)
N (-1.41227, 0.81670, 0.58890)
N (0.22975, 2.33313, -0.15904)
O (2.58137, 1.26082, 0.47041)
O (2.61158, -0.85034, 0.99596)
H (1.69756, -1.09473, -2.05331)
H (-0.09374, -0.78147, -2.26845)
H (-0.73030, -1.98513, -0.28528)
H (1.00964, -2.27219, 0.28108)
H (-1.70669, -0.16315, 0.55576)
H (-2.14151, 1.60287, 0.53145)
H (2.01365, 2.01533, 0.22051)
H (-0.49248, 3.04732, -0.10927)

=====

Number 1: LUMO level -8.9 eV, HOMO -15.82 eV, orbital gap 6.8820 eV. Number 2: LUMO level 2.4 eV, HOMO -1.73 eV, orbital gap 4.1510 eV. Number 3: LUMO level 0.5 eV, HOMO -9.99 eV, orbital gap 10.5274 eV.